# 1
Formula: C23H11ClI2N2O8Sr
Source: OMol25
Level of theory: ωB97M-V with the def2-TZVPD basis set

For the energy above the lowest of the compared OMol25 structures with the same formula, charge and spin, the calculation gives 0.0 kcal/mol. The calculation puts the HOMO-LUMO gap at 0.2165 Ha. The multiplicity is 1. The net charge is -2.

Each line ends with the Mulliken charge.
Element x y z (Å)
1 Sr -0.744 0.588 -0.404  1.654
2 O -1.009 -1.309 -6.555  -0.553
3 C -1.194 -1.104 -5.210  1.256
4 C -2.201 -0.274 -4.738  -0.415
5 C -2.306 -0.094 -3.370  -0.207
6 N -1.506 -0.725 -2.515  -0.377
7 C -0.549 -1.534 -2.969  0.341
8 C -0.344 -1.745 -4.323  -0.517
9 C 0.326 -2.221 -1.896  0.063
10 O 1.174 -3.017 -2.318  -0.803
11 O 0.064 -1.890 -0.705  -0.585
12 C -3.328 0.877 -2.754  0.139
13 O -4.246 1.242 -3.503  -0.787
14 O -3.061 1.243 -1.579  -0.613
15 H -1.666 -0.783 -7.021  0.275
16 H -2.895 0.242 -5.391  0.403
17 H 0.456 -2.393 -4.650  0.530
18 Cl -3.166 2.025 6.666  -0.326
19 C -2.605 2.173 5.006  0.491
20 C -2.376 3.416 4.483  -0.522
21 C -1.926 3.576 3.173  -0.450
22 I -1.583 5.499 2.441  -0.032
23 C -1.675 2.498 2.293  1.055
24 O -1.262 2.611 1.117  -0.742
25 C -1.940 1.176 2.891  -0.384
26 N -1.720 0.113 2.084  -0.011
27 C -1.900 -1.104 2.538  -0.513
28 C -2.337 -1.361 3.848  -0.775
29 C -2.583 -0.307 4.682  -0.699
30 C -2.389 1.015 4.224  0.246
31 H -2.546 4.289 5.100  0.354
32 H -1.686 -1.915 1.849  0.508
33 H -2.470 -2.382 4.182  0.389
34 H -2.923 -0.467 5.697  0.371
35 I 7.850 -2.245 -0.079  -0.012
36 C 5.950 -1.352 -0.128  0.139
37 C 5.126 -1.453 0.982  -0.519
38 C 3.877 -0.849 0.944  -0.244
39 C 3.457 -0.162 -0.187  0.029
40 C 4.293 -0.091 -1.292  -0.229
41 C 5.550 -0.679 -1.271  -0.522
42 C 2.091 0.497 -0.217  0.821
43 O 1.651 0.870 -1.336  -0.873
44 O 1.485 0.606 0.871  -0.841
45 H 5.449 -1.997 1.859  0.342
46 H 3.204 -0.900 1.789  0.415
47 H 3.931 0.420 -2.175  0.389
48 H 6.202 -0.622 -2.133  0.344

***

# 2
Formula: C34H97N5O19
Source: OMol25
Level of theory: ωB97M-V with the def2-TZVPD basis set

For the energy above the lowest of the compared OMol25 structures with the same formula, charge and spin, the calculation gives 78.0 kcal/mol. The calculation puts the HOMO-LUMO gap at 0.3231 Ha. The multiplicity is 1. The net charge is 0.

Each line ends with the Mulliken charge.
Element x y z (Å)
1 C 1.032 -3.895 -4.554  -1.437
2 C 1.415 -3.075 -3.266  -0.050
3 C 0.641 -1.773 -3.129  1.799
4 O 0.534 -0.978 -4.320  -0.557
5 C -0.144 0.188 -4.103  -0.139
6 N 1.474 -3.908 -2.094  -0.121
7 H 1.225 -3.278 -5.431  0.342
8 H 0.009 -4.231 -4.379  0.004
9 H 1.749 -4.701 -4.711  0.551
10 H 2.453 -2.776 -3.414  0.278
11 H 1.097 -1.274 -2.274  -0.634
12 H -0.378 -2.002 -2.817  -0.634
13 H -0.369 0.728 -5.023  0.361
14 H 0.483 0.840 -3.495  -0.080
15 H -1.113 0.026 -3.630  -0.014
16 H 1.667 -4.874 -2.319  0.259
17 H 0.556 -3.910 -1.674  -0.111
18 C -3.049 -1.506 -1.665  -0.306
19 C -3.321 -1.769 -3.148  0.488
20 C -4.205 -2.962 -3.442  -1.286
21 O -3.767 -4.181 -2.774  -0.319
22 C -3.169 -5.067 -3.670  -0.324
23 N -3.808 -0.534 -3.839  -0.471
24 H -2.958 -2.419 -1.077  0.483
25 H -4.012 -1.100 -1.355  0.693
26 H -2.295 -0.759 -1.413  -0.928
27 H -2.351 -1.957 -3.610  0.502
28 H -4.201 -3.035 -4.529  0.478
29 H -5.192 -2.712 -3.054  0.277
30 H -2.108 -4.820 -3.692  -0.195
31 H -3.440 -5.018 -4.725  0.355
32 H -3.191 -6.121 -3.391  0.311
33 H -3.397 0.262 -3.372  -0.013
34 H -3.489 -0.505 -4.797  0.268
35 C -7.239 2.738 -2.114  -1.517
36 C -5.988 2.031 -2.650  0.290
37 C -4.731 2.279 -1.778  1.372
38 O -4.355 3.614 -1.882  -0.348
39 C -3.226 3.881 -2.735  -0.598
40 N -6.232 0.639 -2.986  -0.696
41 H -7.051 3.753 -1.764  0.346
42 H -7.646 2.293 -1.206  0.328
43 H -8.091 2.752 -2.793  0.391
44 H -5.705 2.542 -3.570  0.283
45 H -3.938 1.584 -2.053  -1.025
46 H -4.995 2.052 -0.745  -0.113
47 H -3.385 3.508 -3.747  0.282
48 H -2.377 3.310 -2.358  0.050
49 H -3.141 4.925 -3.034  0.377
50 H -6.357 0.038 -2.184  0.309
51 H -5.457 0.205 -3.466  0.373
52 C -0.958 1.678 -0.362  -1.661
53 C 0.026 0.632 0.211  2.538
54 C 1.001 1.183 1.293  -1.088
55 O 1.818 0.260 2.092  -0.085
56 C 2.584 -0.678 1.356  -0.276
57 N -0.775 -0.360 0.864  1.665
58 H -0.359 2.427 -0.881  0.794
59 H -1.559 2.247 0.348  -0.072
60 H -1.675 1.250 -1.061  -0.156
61 H 0.635 0.231 -0.599  -0.672
62 H 0.373 1.791 1.944  0.435
63 H 1.625 1.926 0.795  -0.120
64 H 3.263 -1.206 2.026  0.516
65 H 3.110 -0.127 0.576  0.049
66 H 1.997 -1.435 0.836  -0.215
67 H -0.212 -0.978 1.432  -0.398
68 H -1.253 0.149 1.594  -0.942
69 C 6.915 5.619 2.710  -1.353
70 C 6.642 5.987 1.259  0.456
71 C 5.231 5.616 0.845  -0.732
72 O 5.074 4.222 1.115  -0.282
73 C 3.758 3.728 1.018  -0.626
74 N 6.804 7.409 1.131  -0.735
75 H 6.669 4.575 2.903  0.356
76 H 6.390 6.163 3.495  0.304
77 H 7.991 5.724 2.848  0.335
78 H 7.369 5.403 0.694  0.311
79 H 4.935 5.812 -0.186  0.343
80 H 4.617 6.242 1.491  0.318
81 H 3.680 2.672 1.278  0.174
82 H 3.380 3.719 -0.004  0.189
83 H 3.044 4.221 1.677  0.342
84 H 6.676 7.719 0.178  0.278
85 H 6.021 7.822 1.616  0.297
86 C -0.817 -3.808 0.825  -0.957
87 C 0.409 -3.788 1.691  0.109
88 O 0.539 -2.643 2.517  0.229
89 O -0.642 -3.138 -0.394  0.370
90 H -1.625 -3.411 1.440  0.245
91 H -0.985 -4.801 0.409  0.510
92 H 1.317 -3.835 1.091  -0.505
93 H 0.449 -4.614 2.402  0.474
94 H 1.373 -2.684 2.991  -0.631
95 H -0.840 -2.208 -0.257  -0.447
96 C -3.753 0.986 2.733  -0.475
97 C -4.140 0.042 1.464  0.551
98 O -5.550 -0.251 1.347  -0.557
99 O -2.427 1.446 2.634  -0.542
100 H -3.896 0.455 3.674  0.275
101 H -4.343 1.902 2.765  0.237
102 H -3.585 -0.895 1.527  0.215
103 H -3.706 0.466 0.559  -0.437
104 H -5.949 -0.585 2.153  0.306
105 H -2.341 2.363 2.902  0.175
106 C 3.577 2.327 -2.787  -0.758
107 C 3.551 0.949 -1.971  1.797
108 O 4.687 0.175 -1.827  -0.670
109 O 2.283 2.911 -2.781  -0.411
110 H 3.896 2.024 -3.784  0.411
111 H 4.240 3.072 -2.347  0.380
112 H 2.851 0.211 -2.364  -0.542
113 H 3.094 1.205 -1.015  -0.725
114 H 4.532 -0.748 -1.611  0.523
115 H 2.262 3.712 -3.310  0.231
116 C -0.559 -1.493 5.303  0.004
117 C -0.022 -0.270 4.551  0.644
118 O 1.346 -0.151 4.716  -0.722
119 O -0.692 -1.304 6.683  -0.561
120 H 0.190 -2.241 5.043  -0.164
121 H -1.543 -1.783 4.936  0.235
122 H -0.562 0.617 4.881  0.247
123 H -0.266 -0.398 3.497  -0.388
124 H 1.665 -0.075 3.814  0.635
125 H -1.320 -0.608 6.890  0.349
126 C 4.222 -3.358 0.055  0.473
127 C 4.977 -4.626 -0.389  -0.635
128 O 5.633 -5.293 0.714  -0.512
129 O 3.910 -2.449 -1.033  -0.422
130 H 4.871 -2.817 0.744  0.475
131 H 3.375 -3.619 0.690  -0.644
132 H 5.797 -4.315 -1.036  0.367
133 H 4.338 -5.317 -0.939  0.234
134 H 6.298 -5.866 0.324  0.295
135 H 3.152 -2.869 -1.445  0.187
136 C -3.316 4.704 1.546  0.601
137 C -4.820 4.616 1.373  -0.356
138 O -5.417 4.984 0.129  -0.589
139 O -2.951 4.432 2.895  -0.540
140 H -2.972 5.706 1.289  0.467
141 H -2.850 4.052 0.807  -0.495
142 H -5.303 5.272 2.097  0.340
143 H -5.074 3.595 1.660  0.083
144 H -5.083 4.451 -0.596  0.344
145 H -2.754 5.281 3.296  0.331
146 C 2.655 -4.019 4.678  -0.092
147 C 2.978 -5.498 4.518  -0.571
148 O 4.249 -5.832 5.043  -0.542
149 O 3.392 -3.229 3.795  -0.391
150 H 2.851 -3.706 5.704  0.465
151 H 1.593 -3.871 4.480  -0.001
152 H 2.931 -5.791 3.469  0.226
153 H 2.165 -5.977 5.063  0.398
154 H 4.898 -5.292 4.585  0.310
155 H 4.254 -3.173 4.214  0.312

***

Calculated total energy? In order: -2681.17536, -3056.64697 Eh.
HOMO energy? In order: -2.55, -8.57 eV.
LUMO energy? In order: 3.340, 0.222 eV.